{
  "formula": "C4H17NO3",
  "method": "ωB97M-V/def2-TZVPD",
  "smiles": "CCNCC.O.O.O",
  "homo_lumo_gap_ev": 10.146,
  "total_energy_ha": -443.0464,
  "homo_energy_ev": -9.504,
  "total_charge": 0,
  "symbols": ["C", "C", "N", "C", "C", "H", "H", "H", "H", "H", "H", "H", "H", "H", "H", "H", "O", "H", "H", "O", "H", "H", "O", "H", "H"],
  "xyz": [[-1.06552, 1.06752, 1.50971], [-1.79505, 1.20459, 0.14755], [-1.05664, 0.41976, -0.84189], [-1.30855, -1.06272, -0.72928], [-1.22189, -1.67230, -2.12926], [-1.50817, 0.29264, 2.13802], [-1.13615, 1.99701, 2.07524], [-0.02372, 0.81466, 1.36940], [-2.85957, 0.95577, 0.27262], [-1.74612, 2.27691, -0.10734], [-1.21012, 0.74169, -1.78763], [-0.45355, -1.36913, -0.10996], [-2.24168, -1.17178, -0.19512], [-1.70686, -0.99389, -2.83439], [-0.20016, -1.81063, -2.44174], [-1.82349, -2.56959, -2.15335], [3.33678, -2.45997, 2.18644], [2.75389, -2.30511, 2.91779], [2.96625, -1.91173, 1.48314], [1.52801, 1.90539, -0.85505], [0.77608, 1.32836, -0.63698], [1.39716, 2.00276, -1.81661], [2.88569, 0.47299, 1.04710], [3.61650, 1.06735, 0.90381], [2.09690, 0.77945, 0.58777]],
  "atomic_forces_ev_per_a": [[-0.931, 0.032, 0.120], [1.044, 0.668, 0.702], [-0.419, -0.205, 0.018], [1.722, 1.924, -0.384], [-1.011, 0.460, 0.662], [0.038, -0.095, -0.065], [0.085, -0.020, 0.009], [0.252, 0.069, -0.035], [0.131, -0.205, -0.273], [-0.021, -0.465, -0.284], [-0.430, -0.043, 0.013], [-0.609, -0.673, 0.045], [-0.375, -0.563, -0.068], [0.020, 0.026, -0.078], [0.254, -0.303, -0.077], [0.306, -0.563, -0.171], [0.214, -0.220, -0.675], [-0.376, 0.123, 0.637], [0.249, 0.203, 0.065], [-0.367, 0.198, -0.859], [-0.477, -0.089, -0.126], [0.352, 0.053, 0.581], [-0.392, -1.211, 0.814], [-0.109, 0.435, -0.366], [0.851, 0.464, -0.206]],
  "mulliken_charge": [-0.81, -0.58, -0.33, -0.25, -1.19, 0.31, 0.32, 0.08, 0.38, 0.37, 0.23, 0.18, 0.32, 0.34, 0.30, 0.36, -0.63, 0.30, 0.31, -0.74, 0.41, 0.30, -0.65, 0.27, 0.39]
}

{
  "formula": "C4H10N5O2",
  "method": "ωB97M-V/def2-TZVPD",
  "homo_lumo_gap_ev": [8.399, 8.397],
  "total_energy_ha": -582.3097,
  "homo_energy_ev": [-14.122, -14.121],
  "total_charge": 1,
  "symbols": ["C", "C", "C", "C", "N", "N", "N", "N", "N", "O", "O", "H", "H", "H", "H", "H", "H", "H", "H", "H", "H"],
  "xyz": [[-1.12721, 1.37994, -0.01887], [0.64404, -0.32929, -1.84927], [0.16292, -2.41578, 0.80322], [0.09150, -1.45097, 1.88766], [-1.47997, 2.57018, 0.59039], [0.29512, 0.60379, -2.77197], [0.36667, 1.29781, -0.05429], [1.04383, 0.36921, -0.61899], [1.08477, -1.28482, 0.83731], [-1.78929, 0.55851, -0.51180], [0.66837, -1.50080, -2.03343], [0.57645, -3.39537, 0.97081], [-0.50178, -2.13828, 0.01767], [-0.62269, -0.67027, 2.02416], [0.32865, -1.66967, 2.96443], [-1.08079, 2.93143, 1.37425], [-2.53309, 2.82124, 0.67853], [0.45423, 1.56431, -2.42793], [0.45529, 0.45444, -3.76056], [0.85163, 1.67238, 0.70979], [2.11135, -1.36797, 1.18891]],
  "atomic_forces_ev_per_a": [[0.818, 2.477, 1.629], [-1.336, 0.167, -1.315], [0.213, 0.595, -0.335], [0.196, 0.593, 2.728], [-4.317, -0.892, -2.338], [0.606, 1.900, 0.958], [-0.738, -2.144, -1.511], [0.328, -0.472, 1.892], [2.935, 0.978, 0.840], [-0.925, -1.382, -1.054], [0.518, -0.342, 0.821], [-0.265, -0.210, -0.219], [-0.637, -1.149, -0.607], [-1.009, 0.420, -0.955], [0.766, -0.343, -1.379], [2.261, 0.969, 2.339], [2.342, -1.171, -0.728], [-0.268, -0.684, -1.018], [-0.072, -0.316, 0.228], [0.963, 1.266, 1.136], [-2.381, -0.262, -1.112]],
  "mulliken_charge": [0.55, 0.53, -0.19, -0.25, -0.51, -0.32, 0.19, -0.33, -0.31, -0.36, -0.48, 0.29, 0.17, 0.10, 0.25, 0.22, 0.30, 0.22, 0.29, 0.35, 0.28]
}